{
  "formula": "C45H38FN9O5SSc",
  "method": "wB97M-V/def2-TZVPD",
  "energy_ha": -3865.52533,
  "max_force_ev_per_a": 1.396,
  "e_homo_ev": [-8.81, -8.81],
  "total_charge": 1,
  "e_lumo_ev": [-2.84, -2.84],
  "homo_lumo_gap_ev": [5.977, 5.976],
  "elements": ["Sc", "S", "F", "O", "O", "O", "O", "O", "N", "N", "N", "N", "N", "N", "N", "N", "N", "C", "C", "C", "C", "C", "C", "C", "C", "C", "C", "C", "C", "C", "C", "C", "C", "C", "C", "C", "C", "C", "C", "C", "C", "C", "C", "C", "C", "C", "C", "C", "C", "C", "C", "C", "C", "C", "C", "C", "C", "C", "C", "C", "C", "C", "H", "H", "H", "H", "H", "H", "H", "H", "H", "H", "H", "H", "H", "H", "H", "H", "H", "H", "H", "H", "H", "H", "H", "H", "H", "H", "H", "H", "H", "H", "H", "H", "H", "H", "H", "H", "H", "H"],
  "xyz": [[-0.10664, 0.06905, 0.07565], [3.09991, -1.16482, 0.50491], [0.23436, 3.82318, 5.82006], [-0.89166, 1.39793, -1.20010], [-0.12127, 1.76664, 1.34031], [-3.06699, -1.42438, -1.59953], [-2.41306, -0.18128, 0.10450], [-1.60146, 3.19817, -2.31895], [2.43427, -2.02300, 3.27621], [1.69841, -0.80762, 1.41654], [-0.44497, -2.26829, 0.05280], [-5.56077, -0.68708, -1.52714], [-1.16229, 5.67337, 0.84684], [-0.72593, -0.49130, 2.48409], [0.75825, -0.79624, -1.79103], [1.48301, -0.13819, -2.59217], [1.79916, 1.32707, -0.74015], [-2.11169, -4.02335, 2.89019], [0.21382, -1.01779, 3.26499], [-0.08648, 4.26191, 4.59367], [6.08067, -2.52819, 3.63509], [-0.95012, 3.47738, -0.07996], [2.90838, 1.75735, -2.80471], [-0.78427, 5.22681, 2.11054], [4.26268, -1.65985, 1.73378], [-2.21418, -0.41646, 4.34479], [-1.00775, 7.58876, 3.01035], [2.04288, 1.00739, -2.01509], [-0.69350, -4.12746, -1.53298], [-4.74512, -0.17855, -0.43465], [-0.72078, 6.11810, 3.20313], [0.01385, -3.73594, -3.83766], [-1.16320, 2.65416, -1.32173], [3.54437, 2.84716, -2.24730], [-0.79179, 7.98772, 1.55648], [-1.58349, 7.08159, 0.62850], [0.25469, -1.98537, -2.20882], [-0.31723, -2.78852, -1.16392], [-3.09359, 7.20123, 0.79447], [-0.69650, -3.16344, 1.12476], [5.61516, -1.66757, 1.44244], [3.30891, 3.16267, -0.91286], [6.52782, -2.11942, 2.38967], [2.42643, 2.37395, -0.20664], [0.40973, -2.47920, -3.53382], [1.52455, -1.28350, 2.59141], [4.72416, -2.48445, 3.93677], [0.34525, -3.95053, 1.61271], [-1.90446, -0.19150, 3.01398], [-0.53715, -4.56259, -2.80999], [-3.30102, -0.59716, -0.61275], [3.81813, -2.05950, 2.98216], [-0.37259, 5.61681, 4.43500], [-0.46641, 3.87479, 2.28261], [-0.49851, 2.95743, 1.15432], [-0.00819, -1.27567, 4.60737], [-1.92792, -3.21235, 1.77643], [-0.11186, 3.38978, 3.54953], [0.16155, -4.76803, 2.72285], [-1.25023, 4.81067, -0.16582], [-1.24644, -0.97745, 5.15431], [-1.06705, -4.80520, 3.37086], [-1.21220, -5.44012, 4.23742], [1.30650, -3.90823, 1.10794], [2.16366, -2.38985, 4.16783], [3.06019, 1.45478, -3.83216], [-2.62648, 0.24644, 2.33619], [-1.58298, 5.20187, -1.12066], [-1.09551, 9.01948, 1.38418], [5.95501, -1.33487, 0.46649], [-3.94359, -1.56855, -2.02395], [-0.84810, -5.57008, -3.06292], [0.83728, -1.82160, -4.27882], [-0.35854, 8.17169, 3.66277], [2.20475, 2.57978, 0.83494], [-1.44055, -1.17254, 6.20207], [-1.31662, 7.31289, -0.39982], [3.79369, 4.00049, -0.43281], [6.78376, -2.87509, 4.38263], [0.27036, 7.91161, 1.30932], [0.13529, 2.34237, 3.67256], [4.22501, 3.44484, -2.84058], [-3.07804, -4.05046, 3.38390], [-3.61249, 6.62368, 0.02680], [4.37161, -2.78969, 4.91739], [0.98275, -5.38020, 3.07914], [-0.30858, 6.27488, 5.29529], [-3.41548, 6.83136, 1.77073], [-3.19212, -0.15748, 4.72861], [-2.03379, 7.81099, 3.31599], [-1.12502, -4.77238, -0.78087], [-4.75646, 0.90537, -0.33227], [-5.73636, 0.01796, -2.22920], [0.10883, -4.11667, -4.84534], [7.58336, -2.14504, 2.15103], [-5.07264, -0.59652, 0.51703], [-2.73737, -2.59563, 1.40215], [0.75937, -1.68165, 5.25048], [-3.39878, 8.24512, 0.70058], [-6.44830, -1.04968, -1.21609]],
  "forces_ev_per_a": [[-0.3, -0.5, 1.3], [-0.1, -0.2, -0.1], [0.0, 0.0, 0.0], [-0.3, 0.4, -0.6], [0.0, 0.3, 0.2], [0.0, 0.1, 0.1], [-0.1, 0.1, 0.4], [0.0, 0.0, 0.0], [0.2, 0.0, 0.0], [0.0, 0.4, -0.3], [-0.1, 0.1, -0.1], [0.1, 0.0, 0.0], [0.0, 0.1, 0.1], [0.0, 0.0, -0.3], [0.2, -0.3, -0.5], [0.2, 0.4, 0.0], [-0.3, -0.4, 0.0], [0.0, 0.0, -0.1], [0.2, 0.0, -0.1], [0.0, 0.1, 0.0], [0.0, 0.0, 0.0], [0.0, 0.0, 0.1], [0.1, 0.0, -0.2], [-0.1, 0.1, -0.1], [0.0, 0.1, -0.1], [0.0, 0.0, 0.0], [0.0, -0.1, 0.0], [0.1, 0.1, -0.1], [0.0, 0.2, 0.1], [-0.1, -0.1, 0.0], [0.0, 0.2, 0.0], [-0.1, -0.3, 0.0], [0.0, -0.3, 0.0], [0.0, 0.0, 0.0], [0.0, -0.1, 0.1], [0.0, -0.1, 0.1], [0.0, -0.3, 0.1], [0.1, 0.0, -0.1], [0.0, 0.0, 0.0], [0.1, 0.3, 0.0], [0.1, 0.0, 0.0], [0.0, 0.0, -0.1], [0.0, 0.0, 0.0], [-0.1, 0.0, 0.1], [0.0, 0.3, 0.2], [-0.1, -0.1, 0.1], [0.0, 0.0, 0.1], [0.0, -0.2, 0.0], [0.0, 0.1, -0.1], [0.1, 0.1, -0.2], [0.3, 0.0, -0.3], [-0.1, 0.0, 0.1], [0.0, 0.1, 0.1], [0.0, 0.1, 0.0], [0.0, -0.1, -0.1], [0.0, 0.0, 0.2], [-0.1, 0.0, 0.0], [0.0, -0.1, -0.1], [0.0, 0.0, -0.1], [0.0, 0.2, 0.0], [0.0, 0.0, 0.1], [0.0, 0.0, 0.0], [0.0, 0.0, -0.1], [-0.1, 0.0, 0.0], [0.0, -0.1, 0.1], [0.0, 0.0, 0.0], [0.0, 0.0, 0.0], [0.0, 0.0, 0.0], [0.0, 0.0, 0.0], [0.0, 0.0, 0.1], [-0.1, -0.1, -0.1], [0.0, 0.0, 0.0], [0.0, 0.0, 0.0], [0.0, 0.0, 0.0], [0.0, 0.0, 0.0], [0.0, 0.0, -0.1], [0.0, 0.0, -0.1], [0.0, 0.0, 0.0], [0.0, 0.0, -0.1], [0.0, 0.0, 0.0], [0.0, 0.1, 0.0], [0.0, 0.0, 0.0], [0.1, 0.0, 0.0], [0.0, 0.0, 0.1], [0.0, 0.0, -0.1], [0.0, 0.0, 0.0], [0.0, -0.1, 0.0], [0.0, 0.0, -0.1], [0.0, 0.0, 0.0], [0.0, 0.0, 0.0], [0.0, 0.0, 0.0], [0.0, 0.1, 0.0], [0.0, 0.0, 0.0], [0.0, 0.0, 0.0], [0.0, 0.0, 0.0], [0.0, 0.0, 0.1], [0.0, 0.0, 0.0], [0.0, 0.0, 0.0], [0.0, -0.1, 0.0], [0.0, -0.1, 0.0]],
  "lowdin_charge": [1.01, 1.04, 0.08, -0.11, -0.10, 0.17, -0.01, 0.07, 0.14, -0.26, 0.02, 0.02, 0.03, 0.08, -0.03, 0.11, 0.03, -0.08, -0.19, -0.25, -0.07, -0.01, 0.01, -0.06, -0.45, -0.03, -0.12, -0.33, -0.01, -0.13, -0.12, -0.08, -0.55, -0.04, -0.13, -0.30, -0.20, -0.24, -0.02, -0.31, -0.09, -0.04, -0.08, -0.12, -0.02, -0.35, -0.02, -0.04, -0.11, -0.06, -0.49, -0.23, 0.07, -0.04, -0.27, 0.01, -0.03, 0.08, -0.08, 0.05, -0.03, -0.09, 0.10, 0.12, 0.12, 0.12, 0.11, 0.16, 0.13, 0.11, 0.12, 0.11, 0.11, 0.13, 0.12, 0.12, 0.15, 0.11, 0.11, 0.13, 0.13, 0.11, 0.11, 0.09, 0.12, 0.11, 0.14, 0.09, 0.11, 0.12, 0.11, 0.14, 0.10, 0.10, 0.11, 0.14, 0.11, 0.11, 0.09, 0.09]
}